{
  "formula": "C6H10O",
  "method": "ωB97M-V/def2-TZVPD",
  "elements": ["O", "C", "C", "C", "C", "C", "C", "H", "H", "H", "H", "H", "H", "H", "H", "H", "H"],
  "positions_angstrom": [[1.1909, -0.2604, 2.8869], [0.0934, -2.5108, 0.9306], [-0.5245, -1.7370, -0.0364], [-0.0405, -0.3933, -0.2531], [-1.0201, 0.5923, -0.6007], [-0.8313, 1.8244, -1.2633], [0.3094, 2.3690, -1.8337], [-2.0017, 0.1789, -0.4328], [1.0386, -0.2475, -0.2489], [-1.3095, -2.0980, -0.7643], [1.2817, 1.8570, -1.8249], [0.1781, 3.2580, -2.5320], [1.9757, 0.2661, 2.5351], [0.3341, -3.6239, 0.9214], [0.4861, 0.0439, 2.3089], [-1.8149, 2.4394, -1.4578], [0.6544, -1.9583, 1.6649]],
  "forces_ev_per_angstrom": [[1.8, 1.3, -0.7], [-0.1, -0.3, -2.0], [0.6, -2.7, 1.3], [-3.1, 3.4, -0.9], [3.4, -3.9, 1.2], [-0.1, 3.7, -2.0], [-2.1, -0.4, -0.3], [-0.5, 0.4, -0.3], [-0.3, 0.3, -0.1], [1.2, 0.1, 0.9], [-0.5, 0.3, 0.1], [0.4, -1.2, 1.3], [-1.4, -1.1, 0.8], [-1.5, 1.4, 0.1], [-0.4, 0.1, -0.1], [2.0, -1.2, 0.5], [0.5, -0.1, 0.0]],
  "nbo_charge": [-0.935, -0.367, -0.259, -0.218, -0.219, -0.239, -0.371, 0.209, 0.209, 0.214, 0.195, 0.210, 0.470, 0.208, 0.474, 0.209, 0.210],
  "molar_mass_g_mol": 98.14,
  "smiles": "C=C/C=C/C=C.O",
  "lumo_energy_ev": -0.384,
  "e_above_lowest_kcal_mol": 70.2,
  "e_homo_ev": -8.121
}


{
  "formula": "C6H10O",
  "method": "ωB97M-V/def2-TZVPD",
  "elements": ["O", "C", "C", "C", "C", "C", "C", "H", "H", "H", "H", "H", "H", "H", "H", "H", "H"],
  "positions_angstrom": [[0.3035, 1.0344, 1.1604], [-0.8613, 0.3719, -0.5129], [0.5486, 0.1092, 0.0792], [-1.3127, -0.9658, -0.1508], [0.2053, -1.3379, 0.4809], [1.8482, 0.3767, -0.6310], [-1.0013, 1.3626, 0.6397], [2.6893, 0.2054, 0.0518], [-1.0526, 2.4163, 0.3377], [0.1895, -1.5049, 1.5596], [-1.0133, 0.7418, -1.5265], [-1.8042, 1.1552, 1.3614], [-1.2553, -1.8578, -0.8961], [-2.1269, -1.1459, 0.5302], [0.8399, -2.0978, 0.0161], [1.9635, -0.2921, -1.4915], [1.8936, 1.4137, -0.9792]],
  "forces_ev_per_angstrom": [[0.0, 0.0, 0.1], [0.7, 1.5, -0.5], [0.5, 0.2, -0.2], [2.3, -5.9, -0.3], [-1.5, 1.3, 0.5], [0.0, 0.1, 0.0], [-0.1, 0.4, 0.1], [-0.1, 0.0, -0.1], [0.0, -0.1, 0.1], [0.2, 0.2, -0.1], [-0.1, 0.0, 0.1], [0.1, 0.0, -0.1], [-1.1, 2.2, 0.4], [-0.4, 0.2, 0.1], [-0.6, 0.0, -0.3], [0.0, 0.1, 0.1], [0.0, -0.1, 0.0]],
  "nbo_charge": [-0.537, -0.315, 0.291, -0.399, -0.425, -0.632, -0.048, 0.222, 0.175, 0.215, 0.214, 0.171, 0.224, 0.212, 0.202, 0.212, 0.217],
  "molar_mass_g_mol": 98.14,
  "smiles": "C[C@]12CC[C@H]1CO2",
  "lumo_energy_ev": 1.047,
  "e_above_lowest_kcal_mol": 45.7,
  "e_homo_ev": -9.358
}


{
  "formula": "C6H10O",
  "method": "ωB97M-V/def2-TZVPD",
  "elements": ["O", "C", "C", "C", "C", "C", "C", "H", "H", "H", "H", "H", "H", "H", "H", "H", "H"],
  "positions_angstrom": [[-1.6923, -1.1660, 1.2075], [-0.1924, 1.3700, -0.0561], [-0.8395, -1.0388, 0.0769], [-1.1420, 0.3049, -0.5972], [1.2273, 1.0338, -0.5230], [0.6102, -1.1335, 0.4821], [1.5676, -0.3084, 0.0648], [2.6014, -0.5186, 0.3320], [1.9551, 1.7515, -0.1284], [-1.3536, -1.8937, 1.7406], [-0.2076, 1.3011, 1.0395], [-2.1941, 0.5469, -0.4178], [-1.0060, 0.2095, -1.6825], [0.8615, -1.8547, 1.2488], [-0.4966, 2.3839, -0.3278], [1.3053, 1.0717, -1.6183], [-1.0608, -1.8556, -0.6333]],
  "forces_ev_per_angstrom": [[-0.1, -0.1, 0.2], [0.0, 0.1, 0.0], [0.2, 0.1, -0.2], [0.0, 0.0, 0.0], [0.0, 0.1, 0.0], [0.1, 0.1, 0.0], [-0.1, 0.0, 0.2], [-0.1, 0.1, 0.0], [-0.1, 0.0, -0.1], [-0.1, 0.0, 0.1], [0.0, 0.2, -0.1], [0.1, 0.0, 0.0], [0.0, 0.0, 0.1], [0.1, -0.7, -0.3], [0.0, -0.1, -0.2], [0.0, 0.0, 0.1], [0.1, 0.1, 0.2]],
  "nbo_charge": [-0.716, -0.397, 0.058, -0.415, -0.447, -0.225, -0.168, 0.205, 0.217, 0.464, 0.208, 0.229, 0.201, 0.196, 0.210, 0.211, 0.169],
  "molar_mass_g_mol": 98.14,
  "smiles": "O[C@@H]1C=CCCC1",
  "lumo_energy_ev": 1.002,
  "e_above_lowest_kcal_mol": 7.1,
  "e_homo_ev": -9.411
}


{
  "formula": "C6H10O",
  "method": "ωB97M-V/def2-TZVPD",
  "elements": ["O", "C", "C", "C", "C", "C", "C", "H", "H", "H", "H", "H", "H", "H", "H", "H", "H"],
  "positions_angstrom": [[1.4198, 1.5194, 0.1007], [-0.5545, 2.9129, -0.0420], [-0.3963, -1.9080, 0.1743], [0.0993, 1.5790, -0.2273], [0.3967, -3.1827, 0.2912], [-0.5510, 0.4686, -0.5275], [0.1307, -0.8356, -0.4180], [-1.1301, 3.2085, -0.9185], [0.7910, -3.4314, -0.6882], [1.5745, 2.1203, 0.8469], [-0.2301, -4.0330, 0.5721], [1.1688, -0.8711, -0.7196], [0.2129, 3.6829, 0.0199], [-1.1548, 3.0917, 0.8479], [1.2043, -3.0985, 1.0080], [-1.5758, 0.5469, -0.8724], [-1.4052, -1.7697, 0.5525]],
  "forces_ev_per_angstrom": [[0.6, 0.2, 0.6], [0.4, 1.1, -0.7], [0.3, 0.7, -0.5], [-0.8, 0.5, 0.9], [-0.9, -0.3, -0.1], [0.2, -0.6, -0.4], [-0.3, 0.0, 0.3], [-0.3, -0.2, 0.0], [0.3, 0.0, -0.1], [0.1, -0.2, -0.4], [0.0, 0.1, 0.1], [0.1, 0.0, -0.2], [0.3, 0.1, -0.1], [-0.2, -0.7, 0.1], [0.2, 0.0, 0.1], [0.0, -0.1, 0.2], [0.0, -0.6, 0.1]],
  "nbo_charge": [-0.687, -0.682, -0.183, 0.317, -0.648, -0.313, -0.208, 0.235, 0.218, 0.476, 0.212, 0.203, 0.210, 0.225, 0.218, 0.213, 0.193],
  "molar_mass_g_mol": 98.14,
  "smiles": "C/C=C/C=C(/C)O",
  "lumo_energy_ev": 0.853,
  "e_above_lowest_kcal_mol": 23.5,
  "e_homo_ev": -8.041
}


{
  "formula": "C6H10O",
  "method": "ωB97M-V/def2-TZVPD",
  "elements": ["O", "C", "C", "C", "C", "C", "C", "H", "H", "H", "H", "H", "H", "H", "H", "H", "H"],
  "positions_angstrom": [[-1.6386, 2.5325, 0.8558], [0.5155, 1.8220, 0.0751], [1.4704, 0.8097, -0.3924], [-0.0189, -1.0627, 0.1206], [-0.5897, -2.4483, -0.1447], [1.2572, -0.5263, -0.4320], [-0.6049, 1.6527, 0.8103], [-1.5725, 3.1134, 0.0864], [-0.8887, -2.5053, -1.1931], [0.6494, 2.8222, -0.3473], [-1.5066, -2.5864, 0.4474], [-0.7867, 0.8477, 1.5072], [0.0732, -3.2877, 0.0812], [2.3438, 1.2007, -0.9037], [-0.4151, -0.3947, -0.6987], [-0.1344, -0.8081, 1.1880], [1.8466, -1.1813, -1.0602]],
  "forces_ev_per_angstrom": [[0.1, 0.4, -0.1], [-0.2, -0.1, 0.0], [0.2, -0.3, 0.0], [-0.1, 0.3, -0.7], [0.1, -0.2, -0.2], [0.9, 0.0, 0.3], [0.3, 0.0, 0.0], [0.0, 0.1, 0.2], [0.1, -0.3, 0.0], [-0.1, -0.2, -0.1], [0.3, 0.1, -0.2], [0.0, 0.1, -0.3], [0.1, 0.1, 0.0], [0.0, 0.0, 0.1], [-2.0, -0.2, 1.7], [-0.2, 0.1, -0.9], [0.5, 0.1, 0.1]],
  "nbo_charge": [-0.673, -0.379, -0.248, -0.468, -0.607, -0.177, 0.177, 0.476, 0.205, 0.202, 0.215, 0.182, 0.205, 0.211, 0.264, 0.207, 0.207],
  "molar_mass_g_mol": 98.14,
  "smiles": "CC/C=C\\C=C\\O",
  "lumo_energy_ev": 0.924,
  "e_above_lowest_kcal_mol": 50.9,
  "e_homo_ev": -7.923
}


{
  "formula": "C6H10O",
  "method": "ωB97M-V/def2-TZVPD",
  "elements": ["O", "C", "C", "C", "C", "C", "C", "H", "H", "H", "H", "H", "H", "H", "H", "H", "H"],
  "positions_angstrom": [[2.8496, -0.6153, 0.2850], [1.7556, -0.3615, -0.0254], [0.5917, 2.1465, -0.1520], [0.8684, 0.6395, -0.6076], [0.3817, -0.7039, 0.0646], [-0.4807, -0.5420, 1.3162], [-0.2320, -1.7712, -0.8389], [0.4753, -1.9393, -1.7319], [-0.5900, -1.4565, 1.9002], [0.8012, 0.6007, -1.6482], [-1.2423, -1.5514, -1.1956], [-0.2688, -2.7851, -0.3706], [-1.4793, -0.2227, 1.1344], [1.5185, 2.7597, -0.5782], [0.0181, 0.1713, 2.1682], [0.5972, 2.3634, 1.0116], [-0.3245, 2.4690, -0.5768]],
  "forces_ev_per_angstrom": [[2.9, -0.8, 0.7], [-0.9, 1.4, 0.2], [3.5, -0.5, 1.6], [-0.6, 1.6, 1.3], [-3.6, -0.3, 0.3], [2.7, 1.0, 3.1], [1.7, -1.1, -1.4], [-1.2, 0.4, 1.0], [0.2, -0.4, -0.3], [-0.1, -0.2, -1.7], [0.2, 0.3, 0.1], [0.1, 0.9, 0.1], [-0.7, 0.6, -0.6], [-2.2, -1.1, 0.8], [-1.2, -1.3, -2.3], [-0.1, -0.8, -2.4], [-0.7, 0.5, -0.4]],
  "nbo_charge": [-0.473, 0.610, -0.605, -0.338, -0.179, -0.592, -0.593, 0.211, 0.218, 0.223, 0.216, 0.221, 0.215, 0.225, 0.210, 0.220, 0.212],
  "molar_mass_g_mol": 98.14,
  "smiles": "C[C@H]1C(=O)C1(C)C",
  "lumo_energy_ev": 0.820,
  "e_above_lowest_kcal_mol": 49.4,
  "e_homo_ev": -9.100
}


{
  "formula": "C6H10O",
  "method": "ωB97M-V/def2-TZVPD",
  "elements": ["O", "C", "C", "C", "C", "C", "C", "H", "H", "H", "H", "H", "H", "H", "H", "H", "H"],
  "positions_angstrom": [[-2.0783, -1.3103, -0.0789], [-1.4523, 1.1246, -0.1447], [0.0530, -0.4653, 1.0872], [2.0472, 0.9447, 0.1042], [-0.3118, 0.4262, -0.8601], [0.8365, 0.4027, 0.1034], [-1.1582, -0.3078, 0.1630], [1.8401, -1.6418, -0.9713], [-2.8380, -1.1518, 0.4962], [-0.0280, -0.1609, 2.1371], [-1.2312, 1.9219, 0.5636], [1.3876, -2.2144, -1.1397], [0.4141, -1.4986, 1.0382], [2.7229, 0.8287, 0.9486], [-2.3393, 1.2761, -0.7558], [-0.2766, 0.3153, -1.9398], [2.4124, 1.5108, -0.7510]],
  "forces_ev_per_angstrom": [[-0.2, 0.0, 0.1], [-0.2, 0.1, 0.1], [0.0, 0.0, 0.1], [-0.1, -0.1, 0.0], [0.2, 0.0, -0.2], [0.2, 0.2, 0.0], [0.1, 0.2, 0.1], [-0.1, -0.3, -0.1], [0.1, -0.1, -0.1], [0.0, 0.1, -0.2], [-0.1, -0.1, -0.1], [0.2, 0.1, 0.0], [0.0, 0.1, 0.0], [-0.1, 0.0, -0.1], [0.1, -0.1, 0.1], [0.0, 0.1, 0.2], [-0.1, -0.1, 0.2]],
  "nbo_charge": [-0.685, -0.436, -0.464, -0.431, -0.287, 0.055, 0.256, 0.006, 0.475, 0.207, 0.214, -0.010, 0.231, 0.203, 0.228, 0.235, 0.204],
  "molar_mass_g_mol": 98.14,
  "smiles": "C=C1C[C@@]2(O)C[C@@H]12.[H][H]",
  "lumo_energy_ev": 0.877,
  "e_above_lowest_kcal_mol": 67.7,
  "e_homo_ev": -9.081
}


{
  "formula": "C6H10O",
  "method": "ωB97M-V/def2-TZVPD",
  "elements": ["O", "C", "C", "C", "C", "C", "C", "H", "H", "H", "H", "H", "H", "H", "H", "H", "H"],
  "positions_angstrom": [[-1.1027, 1.5309, 0.5876], [0.2914, 1.2176, 0.7201], [-0.5295, 0.1783, -1.2223], [-0.9248, -0.7940, 0.6204], [0.3538, -0.1432, 0.0178], [1.6942, -0.8449, -0.0616], [-1.5830, 0.3817, -0.1195], [-1.0326, -0.8284, 1.7094], [2.3380, -0.5797, 0.7847], [-0.7136, -0.6970, -1.8515], [2.2287, -0.5789, -0.9794], [0.5708, 1.1587, 1.7807], [1.5711, -1.9322, -0.0527], [0.9028, 1.9868, 0.2302], [-2.6538, 0.4782, -0.2988], [-0.2676, 1.0528, -1.8278], [-1.1403, -1.7678, 0.1705]],
  "forces_ev_per_angstrom": [[0.0, 0.1, 0.0], [0.3, 0.0, 0.1], [0.0, 0.1, -0.2], [0.0, -0.1, 0.1], [0.2, 0.0, 0.0], [0.0, 0.0, 0.0], [-0.3, -0.1, -0.1], [0.0, 0.0, -0.1], [-0.1, -0.1, -0.1], [0.0, 0.1, 0.1], [-0.1, 0.0, 0.1], [0.0, 0.0, -0.2], [0.0, 0.1, -0.1], [-0.1, -0.1, 0.0], [0.2, 0.0, 0.0], [0.0, -0.1, 0.1], [0.0, 0.2, 0.0]],
  "nbo_charge": [-0.527, -0.076, -0.423, -0.422, -0.060, -0.615, 0.092, 0.208, 0.213, 0.209, 0.217, 0.177, 0.216, 0.178, 0.199, 0.208, 0.207],
  "molar_mass_g_mol": 98.14,
  "lumo_energy_ev": 0.924,
  "e_above_lowest_kcal_mol": 21.7,
  "e_homo_ev": -9.374
}


{
  "formula": "C6H10O",
  "method": "ωB97M-V/def2-TZVPD",
  "elements": ["O", "C", "C", "C", "C", "C", "C", "H", "H", "H", "H", "H", "H", "H", "H", "H", "H"],
  "positions_angstrom": [[-0.9938, 1.5808, 0.5961], [0.3511, 1.1306, 0.7489], [0.3057, -0.2525, 0.0807], [-0.4828, 0.1344, -1.1929], [-1.0962, -0.7656, 0.6033], [1.7031, -0.8406, -0.0653], [-1.5537, 0.5047, -0.1521], [-2.5869, 0.7448, -0.4057], [-1.2979, -0.8137, 1.6771], [0.6434, 1.1279, 1.8071], [2.3101, -0.0439, -0.5232], [1.0376, 1.7867, 0.1955], [1.7557, -1.7008, -0.7376], [2.2045, -1.0993, 0.8746], [-0.0353, 0.9043, -1.8233], [-0.7880, -0.7351, -1.7846], [-1.4765, -1.6627, 0.1015]],
  "forces_ev_per_angstrom": [[-0.1, 0.1, 0.0], [0.3, 0.0, 0.0], [0.2, 0.1, -0.1], [0.1, 0.2, -0.2], [0.1, -0.1, 0.2], [-0.1, -0.1, 0.0], [-0.3, -0.1, -0.2], [0.1, -0.2, 0.1], [0.1, 0.1, -0.1], [-0.1, -0.1, -0.1], [-0.1, -0.2, 0.0], [-0.1, 0.0, 0.1], [-0.2, 0.0, 0.1], [-0.3, 0.0, 0.0], [-0.2, 0.1, 0.0], [0.2, 0.2, 0.1], [0.3, 0.1, 0.1]],
  "nbo_charge": [-0.524, -0.079, -0.059, -0.425, -0.419, -0.612, 0.093, 0.200, 0.210, 0.182, 0.212, 0.170, 0.216, 0.216, 0.204, 0.208, 0.209],
  "molar_mass_g_mol": 98.14,
  "lumo_energy_ev": 0.944,
  "e_above_lowest_kcal_mol": 25.6,
  "e_homo_ev": -9.356
}


{
  "formula": "C6H10O",
  "method": "ωB97M-V/def2-TZVPD",
  "elements": ["O", "C", "C", "C", "C", "C", "C", "H", "H", "H", "H", "H", "H", "H", "H", "H", "H"],
  "positions_angstrom": [[0.8563, 0.0657, -1.7944], [-0.2001, 0.9397, 0.1676], [0.9860, 0.6505, -0.7389], [-1.4438, 0.1180, -0.1872], [-1.4019, -2.1273, 0.9325], [2.3392, 1.1294, -0.2623], [-1.1515, -1.3587, -0.1228], [-1.1176, -3.1761, 0.9502], [-1.7788, 0.3912, -1.1939], [3.0901, 0.9169, -1.0253], [0.0924, 0.7515, 1.2091], [2.6091, 0.6173, 0.6689], [2.3179, 2.2039, -0.0476], [-2.2488, 0.3736, 0.5122], [-0.6464, -1.7775, -0.9906], [-0.4086, 2.0181, 0.1003], [-1.8936, -1.7361, 1.8220]],
  "forces_ev_per_angstrom": [[0.0, 0.3, 0.4], [0.0, 0.0, 0.0], [0.0, -0.1, -0.2], [-0.1, 0.0, 0.0], [0.0, 0.1, -0.1], [0.1, 0.0, 0.0], [0.0, -0.1, 0.1], [-0.1, 0.1, 0.0], [0.1, -0.1, 0.1], [-0.1, 0.1, 0.1], [0.0, 0.0, -0.2], [-0.1, 0.1, -0.1], [0.0, -0.1, 0.0], [0.1, 0.0, -0.1], [-0.1, 0.0, 0.1], [0.1, -0.1, 0.0], [0.0, 0.0, -0.1]],
  "nbo_charge": [-0.550, -0.502, 0.604, -0.442, -0.408, -0.719, -0.171, 0.201, 0.225, 0.237, 0.221, 0.233, 0.229, 0.211, 0.215, 0.232, 0.186],
  "molar_mass_g_mol": 98.14,
  "smiles": "C=CCCC(C)=O",
  "lumo_energy_ev": 0.967,
  "e_above_lowest_kcal_mol": 5.3,
  "e_homo_ev": -9.561
}


| no. | HOMO-LUMO gap (eV) |
| --- | --- |
| 1 | 7.7 |
| 2 | 10.4 |
| 3 | 10.4 |
| 4 | 8.9 |
| 5 | 8.8 |
| 6 | 9.9 |
| 7 | 10.0 |
| 8 | 10.3 |
| 9 | 10.3 |
| 10 | 10.5 |